one.
A 14-piece molecular cluster, C56H154N14O14 overall. Source: OMol25; level of theory: ωB97M-V/def2-TZVPD.

Structure (XYZ):
```
238
Properties=species:S:1:pos:R:3:mulliken_charge:R:1
C -4.28258 3.74783 0.02090 -1.105
C -3.76443 5.10706 0.65120 0.261
C -3.58156 4.99335 2.24622 -1.098
O -2.50189 4.03671 2.45862 0.203
C -2.40191 3.65703 3.84365 -0.761
N -2.52285 5.44501 -0.00934 -0.430
H -5.34536 3.59018 0.20461 0.597
H -3.60319 2.94418 0.30493 -0.188
H -4.27075 3.74771 -1.06903 0.470
H -4.57851 5.81262 0.48520 0.311
H -4.45036 4.51148 2.69464 0.625
H -3.29712 5.90112 2.77834 0.301
H -3.36681 3.21522 4.09238 0.321
H -2.35711 4.49500 4.53929 0.380
H -1.62036 2.90113 3.92051 -0.046
H -1.86006 5.84543 0.63910 0.215
H -2.06996 4.54749 -0.10648 -0.112
C -0.08300 -1.05163 0.51873 -0.112
C -0.61553 0.14044 1.36974 1.620
C -0.13003 1.50144 0.86494 0.481
O 1.32268 1.61793 0.97220 1.132
C 1.75699 2.97590 0.68611 -0.331
N -2.09093 0.10768 1.10783 0.685
H -0.18356 -2.04641 0.95280 -0.572
H 0.97068 -0.83296 0.34542 -0.157
H -0.60647 -1.03709 -0.43723 -0.046
H -0.27511 0.13162 2.40518 -0.347
H -0.63539 2.26893 1.45118 -0.118
H -0.44021 1.72357 -0.15611 -1.270
H 1.62286 3.18691 -0.37483 -0.127
H 2.83065 3.07333 0.84694 0.245
H 1.36186 3.75220 1.34134 0.147
H -2.55209 0.85614 1.60507 0.081
H -2.50274 -0.61517 1.68056 -0.546
C -5.54491 -0.04635 -1.22871 -1.545
C -4.25602 -0.58533 -1.75290 0.518
C -3.28768 0.48058 -2.18926 -0.292
O -2.19085 -0.04643 -2.86850 -0.305
C -1.29866 0.89892 -3.27484 -0.508
N -3.58887 -1.56856 -0.86105 0.132
H -5.45376 0.82524 -0.58055 0.089
H -6.23374 -0.73975 -0.74620 0.269
H -6.13270 0.28693 -2.08400 0.532
H -4.67416 -1.19273 -2.55560 0.204
H -2.97484 0.99463 -1.28042 -0.126
H -3.75762 1.28903 -2.74932 0.648
H -0.60074 0.42557 -3.96545 0.065
H -0.82095 1.37968 -2.42116 0.080
H -1.83797 1.71802 -3.75057 0.496
H -2.90482 -1.82499 -1.55848 0.253
H -3.11357 -1.00973 -0.16686 -0.258
C 1.98985 6.76841 -0.19445 -0.905
C 2.19972 7.49233 1.20547 0.142
C 0.90095 8.15858 1.86517 -1.024
O 0.06736 7.14828 2.34805 -0.056
C -0.79460 7.71290 3.29561 -0.854
N 2.79796 6.56808 2.16753 -0.562
H 2.91509 6.43834 -0.66677 0.278
H 1.41149 7.43414 -0.83507 0.472
H 1.42182 5.84693 -0.06670 -0.064
H 2.87951 8.32149 1.00933 0.367
H 0.35840 8.78475 1.15689 0.463
H 1.32371 8.84788 2.59609 0.482
H -0.41654 8.27614 4.14879 0.362
H -1.39432 6.95647 3.80182 0.050
H -1.55348 8.26229 2.73850 0.405
H 3.34010 5.80466 1.78887 0.201
H 1.91593 6.22995 2.52501 0.199
C 3.12146 -4.98061 -0.53438 -0.992
C 4.59778 -4.62702 -0.33492 0.345
C 4.92613 -3.03972 -0.54772 0.166
O 6.32997 -2.70041 -0.30224 -0.449
C 6.68935 -1.39844 -0.62442 -0.577
N 4.93590 -5.05496 0.97058 -0.725
H 2.73016 -4.63434 -1.49097 0.353
H 2.50550 -4.64303 0.29913 -0.201
H 2.81704 -6.02248 -0.43471 0.396
H 5.24629 -5.22574 -0.97451 0.365
H 4.33107 -2.45747 0.15582 -0.268
H 4.69954 -2.75358 -1.57479 0.376
H 5.95213 -0.68294 -0.26018 0.138
H 6.67538 -1.27702 -1.70755 0.295
H 7.71325 -1.13422 -0.36004 0.310
H 5.89503 -4.76941 1.10707 0.345
H 4.41928 -4.49534 1.63392 0.118
C 1.84894 3.18495 4.19003 -0.407
C 3.07350 3.00556 5.05772 0.181
C 4.30705 2.71701 4.19132 -0.475
O 4.69751 3.78302 3.30675 -0.273
C 5.72925 3.40410 2.46078 -0.689
N 3.21769 4.15265 5.81765 -0.774
H 1.88696 3.99677 3.46367 -0.449
H 0.95486 3.43770 4.75998 0.454
H 1.50834 2.33128 3.60409 0.016
H 2.80723 2.17549 5.71208 0.467
H 4.10001 1.82722 3.59676 0.118
H 5.18318 2.56768 4.82235 0.484
H 5.96879 4.19204 1.74674 0.221
H 5.37375 2.58096 1.84097 0.193
H 6.61320 3.05006 2.99124 0.355
H 3.62728 4.86806 5.23412 0.347
H 3.95173 3.92718 6.47374 0.285
C 0.67636 -4.42892 3.42912 -1.218
C 2.19007 -4.38382 3.55507 1.370
C 2.73517 -2.94599 3.90941 -1.092
O 2.32387 -2.07946 2.86342 0.093
C 3.17640 -0.92548 2.61693 -1.201
N 2.64553 -5.32514 4.53635 -0.865
H 0.38006 -4.01294 2.46617 -0.250
H 0.30394 -3.78183 4.22327 0.269
H 0.16233 -5.39001 3.44242 0.583
H 2.64412 -4.72735 2.62559 -0.283
H 3.81954 -3.04002 3.85122 0.441
H 2.55927 -2.57853 4.92042 0.317
H 3.31431 -0.35594 3.53601 0.522
H 2.52272 -0.32179 1.98736 0.134
H 4.11495 -1.22370 2.14973 0.307
H 3.64010 -5.37234 4.36689 0.319
H 2.33086 -6.23696 4.23690 0.308
C 0.33437 -9.42758 -4.63001 -1.375
C -0.12501 -8.06407 -5.20843 0.805
C 0.41410 -6.79827 -4.48823 -0.798
O -0.10824 -5.54138 -4.93926 -0.366
C -1.29624 -5.19486 -4.19093 -0.813
N 0.29974 -8.08146 -6.58052 -0.798
H -0.44211 -9.87799 -4.01170 0.259
H 1.14626 -9.16481 -3.95187 0.317
H 0.67264 -10.25473 -5.25411 0.415
H -1.19649 -7.86873 -5.16524 0.269
H 1.47431 -6.66510 -4.70347 0.326
H 0.45081 -6.89306 -3.40298 0.259
H -2.11950 -5.90664 -4.25184 0.316
H -1.67012 -4.27266 -4.63574 0.399
H -1.01151 -4.99806 -3.15734 0.255
H 1.29424 -8.21629 -6.69411 0.248
H 0.02105 -7.17050 -6.91605 0.286
C -2.20324 -0.53631 4.48970 -0.892
C -3.36627 -1.48913 4.19461 0.379
C -4.75927 -0.76336 4.32996 -0.720
O -4.93459 -0.20155 5.62620 -0.380
C -6.26078 0.19249 6.01288 -0.795
N -3.22003 -1.98876 2.81470 -0.469
H -2.17239 -0.45218 5.57601 0.647
H -2.24533 0.40156 3.93586 -0.176
H -1.22758 -0.97841 4.28786 0.050
H -3.33501 -2.26687 4.95766 0.614
H -5.54236 -1.50707 4.18244 0.440
H -4.85287 0.05395 3.61489 0.256
H -6.77014 0.82701 5.28760 0.293
H -6.23992 0.66101 6.99683 0.264
H -6.81795 -0.74085 6.09376 0.327
H -3.90009 -2.71925 2.65974 0.220
H -2.36552 -2.51642 2.70748 -0.437
C 4.51025 4.43894 -2.70179 -1.554
C 5.11603 5.77381 -3.20607 0.682
C 6.53556 5.99722 -2.61572 -0.996
O 7.39296 4.84088 -2.79298 -0.315
C 8.59348 4.88364 -2.04632 -0.713
N 5.08642 5.66441 -4.68087 -0.746
H 3.58083 4.10154 -3.16053 0.190
H 4.41359 4.39425 -1.61701 0.222
H 5.15672 3.59321 -2.93612 0.693
H 4.56381 6.67824 -2.95082 0.288
H 6.49176 6.14847 -1.53715 0.408
H 7.01236 6.82335 -3.14323 0.416
H 8.40784 4.67133 -0.99344 0.233
H 9.15393 5.81300 -2.14772 0.307
H 9.23475 4.06935 -2.38367 0.257
H 5.66862 6.42835 -4.99317 0.278
H 5.63839 4.94238 -5.12143 0.276
C -1.95673 -4.99104 0.76900 -1.206
C -2.69287 -5.31308 -0.58360 1.406
C -2.76013 -6.79276 -0.89757 -1.205
O -1.39219 -7.25475 -0.95424 -0.109
C -1.18128 -8.48779 -1.50736 -0.917
N -4.06298 -4.79224 -0.48124 -0.099
H -1.85144 -3.91500 0.90742 -0.272
H -0.96882 -5.42711 0.91726 0.669
H -2.47355 -5.41919 1.62788 0.295
H -2.17355 -4.76583 -1.37032 -0.284
H -3.22989 -6.95572 -1.86755 0.496
H -3.29513 -7.41622 -0.18121 0.464
H -0.14142 -8.80324 -1.59275 0.223
H -1.68155 -8.51830 -2.47529 0.299
H -1.80934 -9.07258 -0.83530 0.432
H -4.45259 -4.82290 -1.41256 0.334
H -3.80431 -3.82633 -0.33910 -0.519
C 0.55275 4.38696 -4.71090 -1.778
C 0.22540 4.91987 -3.38336 1.556
C -0.72921 6.09888 -3.48709 -0.739
O 0.02161 7.12572 -4.08992 -0.332
C -0.55897 8.43432 -4.11967 -0.907
N -0.24046 3.80868 -2.53396 0.401
H -0.33422 4.04329 -5.24314 0.363
H 1.25553 3.55431 -4.68121 0.259
H 1.14760 5.10657 -5.27342 0.440
H 1.13608 5.30990 -2.92879 -0.345
H -1.07469 6.37235 -2.49011 0.353
H -1.61395 5.78642 -4.04180 0.428
H -1.39100 8.25105 -4.79955 0.365
H 0.17277 9.07084 -4.61716 0.278
H -0.97383 8.95398 -3.25599 0.291
H -0.18595 3.97934 -1.53998 -0.299
H 0.31865 2.99108 -2.73153 -0.461
C 2.83349 1.14051 -1.91035 0.626
C 2.85840 0.25006 -3.13707 0.401
C 2.05862 -1.03740 -3.01050 -0.505
O 2.18128 -1.83622 -4.26429 -0.488
C 1.02358 -2.64204 -4.58249 -0.681
N 2.21349 1.02004 -4.20870 -0.310
H 3.38002 0.67045 -1.09277 0.147
H 1.79602 1.31872 -1.62753 -0.487
H 3.40774 2.05887 -2.03260 -0.516
H 3.87873 -0.05797 -3.36542 0.318
H 1.02752 -0.73047 -2.83524 -0.074
H 2.19644 -1.52598 -2.04593 0.327
H 0.16489 -2.13956 -5.02774 0.250
H 0.68383 -3.13251 -3.67028 0.255
H 1.44156 -3.38334 -5.26357 0.347
H 2.81828 1.47146 -4.87993 0.215
H 1.49673 0.52794 -4.72270 0.184
C -6.79581 -3.12553 0.71841 -1.337
C -6.85956 -4.22271 1.80642 0.432
C -7.28348 -5.57863 1.13947 -0.877
O -7.35493 -6.51869 2.16001 -0.372
C -8.16779 -7.61751 1.88400 -0.856
N -5.56596 -4.41544 2.36801 -0.432
H -6.12140 -2.32565 1.02412 0.172
H -7.78381 -2.66997 0.65185 0.527
H -6.46085 -3.50615 -0.24649 0.282
H -7.44594 -3.93467 2.67894 0.562
H -6.50771 -5.98391 0.48983 0.181
H -8.23702 -5.48949 0.61898 0.541
H -9.21243 -7.48961 1.60036 0.297
H -8.15746 -8.41487 2.62711 0.283
H -7.64291 -8.11408 1.06790 0.334
H -5.70057 -5.41212 2.46080 0.427
H -4.98643 -4.37784 1.54167 -0.332
```



two.
A 14-piece molecular cluster, C56H154N14O14 overall. Source: OMol25; level of theory: ωB97M-V/def2-TZVPD.

Structure (XYZ):
```
238
Properties=species:S:1:pos:R:3:mulliken_charge:R:1
C 1.07363 7.07426 -1.32974 -1.531
C 2.33164 6.39544 -0.83486 -0.065
C 2.20812 5.19351 0.18420 0.000
O 1.43439 5.66135 1.31536 -0.401
C 1.93993 5.25565 2.56511 -0.899
N 3.33832 6.19664 -1.92826 -0.556
H 1.22130 7.98133 -1.91584 0.398
H 0.32500 7.28903 -0.56715 0.310
H 0.63347 6.22116 -1.84606 0.247
H 2.88415 7.17899 -0.31632 0.549
H 3.15323 4.68395 0.37184 0.525
H 1.48742 4.44155 -0.13713 -0.081
H 1.38933 5.82832 3.31143 0.393
H 2.99954 5.38509 2.78553 0.470
H 1.71848 4.19498 2.68363 0.179
H 3.59386 7.08549 -2.33415 0.312
H 4.20452 5.89942 -1.50229 0.166
C -1.69724 5.13158 3.29568 -1.682
C -1.61156 3.67826 2.76986 1.679
C -2.93272 2.92959 3.00785 -0.172
O -2.90533 2.40533 4.33872 -0.336
C -4.14513 1.75209 4.77632 -0.658
N -1.15851 3.69240 1.38302 -0.682
H -1.63886 5.06858 4.38229 0.345
H -2.58666 5.59109 2.86455 0.429
H -0.85306 5.75644 3.00412 0.283
H -0.73583 3.27760 3.28041 -0.435
H -2.90542 2.05328 2.36020 -0.235
H -3.82305 3.54249 2.86727 0.547
H -4.29712 0.96907 4.03344 0.192
H -4.94732 2.48964 4.80085 0.321
H -4.10362 1.29392 5.76448 0.180
H -0.77604 2.82198 1.04215 -0.073
H -0.36563 4.31432 1.31485 0.080
C 2.43017 1.46641 0.99672 0.124
C 1.83929 0.32875 0.18140 2.314
C 0.30322 0.45160 -0.05286 -1.469
O -0.41248 0.33565 1.17065 2.258
C -1.74147 -0.03511 0.89679 -1.354
N 2.68347 0.21959 -1.02847 0.925
H 3.41965 1.17420 1.34836 -0.853
H 1.79592 1.66101 1.86156 0.089
H 2.48499 2.26504 0.25693 -0.183
H 1.97142 -0.60327 0.73094 -1.564
H 0.01763 -0.36727 -0.71315 0.157
H 0.07956 1.37115 -0.59370 0.557
H -1.81937 -0.94492 0.30157 0.035
H -2.21110 0.85028 0.46827 0.421
H -2.31460 -0.20283 1.80865 0.118
H 2.72051 1.08124 -1.55409 -0.217
H 2.34404 -0.48011 -1.67293 -1.044
C -3.85779 -2.61381 -1.14512 -0.056
C -5.30819 -2.98634 -1.53783 1.193
C -5.48318 -4.48447 -1.70655 -0.488
O -6.87661 -4.67866 -2.00381 -0.497
C -7.10007 -6.07825 -2.39077 -0.895
N -6.15770 -2.60498 -0.45809 -0.664
H -3.53379 -3.03273 -0.19243 -0.506
H -3.66102 -1.56757 -0.91109 -0.052
H -3.20524 -2.90726 -1.96742 0.059
H -5.64924 -2.42733 -2.40920 -0.209
H -5.17797 -4.93891 -0.76399 -0.098
H -4.87823 -4.79058 -2.56004 0.850
H -6.62865 -6.71197 -1.63960 0.317
H -6.65897 -6.33888 -3.35285 0.303
H -8.15822 -6.33089 -2.45855 0.303
H -5.89109 -3.17401 0.33262 0.270
H -7.03167 -3.00031 -0.77430 0.478
C 0.60325 0.71091 4.60110 -0.214
C 0.57264 -0.81868 4.62861 0.097
C -0.84653 -1.42646 4.74667 -0.612
O -1.40446 -0.91727 6.03915 -0.439
C -2.75412 -1.31813 6.26736 -0.521
N 1.09078 -1.20181 3.33715 0.640
H -0.01974 1.14205 3.81746 -0.565
H 1.63778 1.03504 4.48796 -0.374
H 0.23557 1.15769 5.52483 0.858
H 1.15793 -1.08946 5.50736 0.624
H -0.87238 -2.51539 4.70586 0.780
H -1.42594 -1.01697 3.91920 -0.080
H -3.31185 -1.15768 5.34470 -0.026
H -3.26264 -0.76315 7.05571 0.351
H -2.83063 -2.39324 6.42975 0.298
H 1.97270 -0.72063 3.23334 -0.013
H 0.50939 -0.88100 2.57611 -1.056
C 7.24423 -0.55309 3.45086 -0.983
C 7.31734 -1.60953 2.33789 0.299
C 5.89656 -1.76641 1.72944 -0.066
O 5.04516 -2.25406 2.76071 -0.460
C 3.73234 -2.71953 2.39876 0.415
N 8.13813 -1.18506 1.23230 -0.682
H 7.13113 0.43285 3.00005 -0.067
H 8.13277 -0.55835 4.08219 0.419
H 6.41432 -0.71061 4.13972 0.400
H 7.58193 -2.54083 2.83867 0.459
H 5.86652 -2.57128 0.99502 0.393
H 5.44267 -0.92254 1.20985 -0.309
H 3.20099 -2.77802 3.34868 0.356
H 3.59088 -3.68978 1.92263 0.382
H 3.23214 -1.93264 1.83422 -0.687
H 7.85345 -0.27383 0.90260 0.264
H 9.11588 -1.16439 1.48467 0.321
C 6.15830 1.79334 -2.99611 -1.589
C 6.33389 1.39391 -1.50440 0.831
C 7.65262 1.88842 -0.89445 -1.165
O 7.83868 1.34837 0.37481 -0.238
C 8.98248 1.87769 1.01228 -0.955
N 5.12544 1.84699 -0.88316 0.003
H 6.43386 2.84750 -2.96574 0.329
H 5.19985 1.58705 -3.47247 0.157
H 6.90226 1.20348 -3.53155 0.558
H 6.33582 0.32724 -1.28012 0.353
H 7.59848 2.97384 -0.81058 0.428
H 8.41085 1.62996 -1.63362 0.418
H 9.88724 1.54283 0.50495 0.330
H 9.06000 1.38159 1.97973 0.329
H 8.95960 2.94705 1.22217 0.317
H 5.30701 1.64175 0.08896 -0.003
H 4.37430 1.21909 -1.13141 -0.055
C 2.85270 -1.16141 -4.57785 -0.275
C 2.54670 -2.67934 -4.50502 0.076
C 1.58980 -3.03465 -3.34666 0.311
O 2.02318 -2.47631 -2.12929 0.446
C 3.23247 -2.93324 -1.52414 -0.948
N 1.92620 -3.05992 -5.70357 -0.739
H 3.42907 -0.90747 -5.46746 0.322
H 3.40980 -0.88288 -3.68333 -0.148
H 1.93915 -0.57283 -4.66205 -0.266
H 3.52337 -3.14101 -4.35985 0.361
H 1.55249 -4.11596 -3.21446 0.488
H 0.55754 -2.72306 -3.50625 -0.944
H 4.11617 -2.47416 -1.96733 0.296
H 3.42922 -3.99880 -1.64236 0.558
H 3.28567 -2.71103 -0.45835 -0.241
H 1.02780 -2.60215 -5.64515 0.302
H 1.81188 -4.05681 -5.81866 0.329
C 4.29872 2.25824 3.79945 -0.389
C 4.51003 2.91041 5.15185 0.526
C 3.46562 2.53870 6.22917 -0.691
O 3.52115 3.44433 7.35585 -0.392
C 2.69166 3.13815 8.46246 -0.725
N 5.82801 2.55074 5.64282 -0.727
H 5.05766 2.55662 3.07620 0.797
H 3.28769 2.49080 3.46501 -0.721
H 4.38710 1.17624 3.89730 0.123
H 4.48917 3.97801 4.93296 0.327
H 3.64938 1.50853 6.53427 0.406
H 2.48169 2.51751 5.76064 0.213
H 2.78343 3.95095 9.18290 0.252
H 2.98273 2.18433 8.90247 0.311
H 1.67965 3.01951 8.07534 0.279
H 5.97750 3.16836 6.42787 0.280
H 6.49151 2.91466 4.97391 0.232
C -1.48066 -0.13763 -3.98462 0.410
C -1.74520 -1.52461 -4.50718 1.055
C -3.19989 -1.64891 -4.97539 -0.693
O -3.70737 -2.95476 -4.74129 -0.340
C -5.06827 -3.02141 -5.12588 -0.559
N -0.95668 -1.81583 -5.62879 -0.480
H -0.39557 -0.04170 -4.02311 -0.730
H -1.71471 -0.00934 -2.92780 -0.257
H -2.02289 0.63138 -4.53480 0.470
H -1.65715 -2.28337 -3.72960 -0.462
H -3.38387 -1.16374 -5.93397 0.341
H -3.79109 -1.06038 -4.27381 0.076
H -5.43938 -4.03528 -4.97601 0.240
H -5.33006 -2.63237 -6.10986 0.386
H -5.64675 -2.39828 -4.44386 0.022
H -1.00845 -1.00745 -6.23206 0.318
H -1.32288 -2.52757 -6.24477 0.229
C -8.60191 -4.03737 2.15470 -1.683
C -7.57689 -5.10773 1.73070 1.563
C -6.22082 -4.90737 2.39730 -0.975
O -5.60997 -3.71025 1.93345 -0.313
C -4.65267 -3.16837 2.79029 -1.298
N -8.13216 -6.44719 2.03233 -0.774
H -9.56816 -4.28444 1.71491 0.454
H -8.43890 -3.00762 1.83665 0.335
H -8.80934 -3.98488 3.22350 0.382
H -7.43797 -5.16862 0.65131 -0.396
H -5.61777 -5.80374 2.25255 0.248
H -6.41781 -4.88368 3.46909 0.441
H -5.15317 -2.78844 3.68094 0.458
H -4.09056 -2.39494 2.26689 0.218
H -3.83234 -3.84545 3.02845 0.457
H -7.49022 -7.19747 1.81996 0.242
H -8.36219 -6.53498 3.01187 0.249
C 0.78882 2.80919 -3.74362 -1.757
C 2.32481 2.77987 -3.70583 1.743
C 2.95459 3.75121 -4.70515 -0.572
O 2.59279 3.33152 -6.05378 -0.341
C 3.35786 4.04104 -7.10582 -0.810
N 2.77140 3.08047 -2.34622 0.403
H 0.36978 2.13093 -3.00033 -0.085
H 0.45490 2.39776 -4.69615 0.467
H 0.46231 3.84417 -3.64209 0.375
H 2.53713 1.71701 -3.82136 -0.566
H 4.03521 3.65379 -4.60084 0.358
H 2.67579 4.77271 -4.44649 0.369
H 4.41474 3.89833 -6.88055 0.327
H 3.17470 5.09437 -7.31806 0.281
H 3.17553 3.51056 -8.04040 0.277
H 3.77903 3.01326 -2.33039 -0.063
H 2.72368 4.08311 -2.23426 -0.438
C 0.28859 -3.48835 0.56042 -1.549
C -0.71787 -3.77966 1.63388 2.300
C -1.49659 -5.07067 1.29082 -1.698
O -2.03028 -4.98515 0.00364 0.004
C -2.71346 -6.24184 -0.28113 -0.965
N -0.04608 -3.92022 2.89165 -0.579
H 0.09705 -3.60679 -0.50606 0.327
H 1.13594 -4.16944 0.63935 0.545
H 0.71367 -2.48494 0.58439 0.090
H -1.36555 -2.90366 1.66916 -0.746
H -2.21475 -5.25646 2.08946 0.416
H -0.83077 -5.93365 1.28522 0.489
H -3.26563 -6.17417 -1.21848 0.179
H -3.53977 -6.33744 0.42327 0.250
H -2.17648 -7.19010 -0.30484 0.377
H 0.22815 -2.99562 3.19167 -0.152
H 0.77347 -4.49343 2.75070 0.379
C -6.69768 0.97440 -5.68634 -0.920
C -6.64184 2.34222 -4.87453 0.346
C -5.17768 2.66679 -4.41917 -0.793
O -4.45079 1.65099 -3.65210 -0.096
C -4.84528 1.21047 -2.36790 -0.419
N -7.22117 3.39537 -5.67598 -0.725
H -5.97381 1.12104 -6.48798 0.303
H -7.69624 0.83250 -6.09966 0.389
H -6.35482 0.12457 -5.09614 0.015
H -7.27250 2.20002 -3.99695 0.310
H -5.12994 3.63069 -3.91250 0.321
H -4.70610 2.78006 -5.39533 0.266
H -3.99072 0.75827 -1.86456 -0.340
H -5.67415 0.50700 -2.44662 0.287
H -5.07288 2.06337 -1.72848 0.553
H -7.08783 4.31381 -5.27750 0.257
H -6.72653 3.56217 -6.54063 0.273
```



Compare the structures above. Which one is the least stable? one is.